Record 1
This record from the Open Molecules 2025 dataset describes a 2-piece molecular cluster, C9H14 overall in a non-equilibrium geometry. The level of theory is the ωB97M-V functional and the def2-TZVPD basis.

Each line ends with the natural charge from an NBO analysis.
Atoms and positions in Å:
C1 2.673 0.756 -0.445  -0.64
C2 0.385 1.594 0.281  -0.22
C3 1.268 1.103 -0.720  0.01
C4 -0.987 1.525 -0.069  -0.20
C5 -1.467 1.274 -1.325  -0.25
C6 0.763 1.005 -2.015  -0.22
C7 -0.612 1.055 -2.360  -0.19
H1 0.806 1.711 1.269  0.21
H2 -1.699 1.596 0.736  0.21
H3 3.064 1.581 0.059  0.22
H4 3.314 0.731 -1.330  0.22
H5 -2.490 1.575 -1.632  0.22
H6 1.490 0.652 -2.770  0.20
H7 -1.013 0.929 -3.346  0.22
H8 2.794 -0.171 0.042  0.22
C8 -0.776 -2.088 1.024  -0.62
C9 -1.176 -2.337 2.410  -0.58
H9 -0.236 -2.820 0.585  0.20
H10 -1.641 -1.814 0.382  0.20
H11 -0.463 -1.108 0.962  0.22
H12 -1.604 -1.308 2.887  0.17
H13 -0.342 -2.464 2.925  0.20
H14 -2.052 -2.976 2.448  0.21

Computed properties:
SMILES: Cc1ccccc1.CC
HOMO level: -9.029 eV
E_tot: -351.2537 Eh
Kohn-Sham gap: 10.01 eV



Record 2
This record from the Open Molecules 2025 dataset describes C29H20F2N3O3S3W as an isolated structure in a non-equilibrium geometry. The level of theory is the ωB97M-V functional and the def2-TZVPD basis.

Each line ends with the natural charge from an NBO analysis.
Atoms and positions in Å:
W1 -0.084 -0.126 -0.529  1.71
F1 -4.278 -3.563 -0.669  -0.30
C1 -3.066 -3.245 -1.128  0.44
C2 -2.450 -2.101 -0.657  -0.26
C3 -1.187 -1.785 -1.140  -0.27
C4 -0.549 -2.614 -2.083  -0.15
C5 -1.233 -3.737 -2.527  0.45
F2 -0.670 -4.557 -3.430  -0.31
C6 -2.486 -4.075 -2.067  -0.35
C7 0.826 -2.247 -2.441  0.24
C8 1.626 -2.851 -3.401  -0.23
C9 2.922 -2.405 -3.587  -0.11
C10 3.416 -1.359 -2.822  -0.25
C11 2.571 -0.781 -1.908  0.09
N1 1.316 -1.213 -1.714  -0.54
H1 -2.960 -1.479 0.068  0.24
H2 -2.992 -4.961 -2.430  0.26
H3 1.229 -3.653 -3.999  0.26
H4 3.548 -2.873 -4.338  0.24
H5 4.423 -0.983 -2.942  0.24
H6 2.885 0.057 -1.303  0.22
C12 -4.171 3.919 -0.248  -0.42
N2 -3.119 3.109 -0.885  -0.39
C13 -2.752 3.377 -2.160  0.14
C14 -1.796 2.690 -2.826  -0.39
C15 -1.186 1.662 -2.083  0.61
O1 -0.210 0.896 -2.446  -0.67
N3 -1.569 1.371 -0.840  -0.67
C16 -2.535 2.064 -0.137  0.78
O2 -2.843 1.850 1.009  -0.59
H7 -5.126 3.741 -0.737  0.22
H8 -3.912 4.973 -0.315  0.21
H9 -4.238 3.627 0.792  0.26
H10 -3.280 4.200 -2.626  0.23
H11 -1.503 2.920 -3.837  0.26
O3 -0.424 0.018 1.296  -0.68
C17 0.761 0.249 2.099  0.15
C18 1.774 -0.762 1.586  -0.25
C19 3.125 -0.690 1.441  -0.25
C20 3.694 -1.923 1.016  -0.24
C21 2.763 -2.908 0.871  -0.42
S1 1.194 -2.368 1.255  0.56
C22 1.226 1.665 1.810  -0.24
C23 1.396 2.202 0.567  -0.26
C24 1.753 3.576 0.582  -0.24
C25 1.849 4.043 1.858  -0.41
S2 1.476 2.842 3.011  0.56
C26 0.408 0.027 3.543  -0.26
C27 -0.803 0.262 4.117  -0.21
C28 -0.807 -0.039 5.511  -0.25
C29 0.400 -0.488 5.947  -0.40
S3 1.565 -0.503 4.694  0.47
H12 3.692 0.215 1.629  0.25
H13 4.751 -2.069 0.830  0.24
H14 2.920 -3.932 0.558  0.26
H15 1.326 1.644 -0.363  0.17
H16 1.938 4.175 -0.300  0.24
H17 2.114 5.040 2.182  0.26
H18 -1.658 0.615 3.552  0.25
H19 -1.676 0.056 6.150  0.24
H20 0.680 -0.797 6.943  0.25

Computed properties:
HOMO level (alpha / beta): -10.411 / -10.551 eV
net charge: +1
E_tot: -2968.3066 Eh
Kohn-Sham gap (alpha / beta): 6.81 / 6.72 eV



Record 3
This record from the Open Molecules 2025 dataset describes C36H96CdF12N2O24S4 as an isolated structure in a non-equilibrium geometry. The level of theory is the ωB97M-V functional and the def2-TZVPD basis.

Each line ends with the Mulliken charge.
Atoms and positions in Å:
Cd1 1.035 -10.587 -39.131  5.72
C1 2.501 -10.219 -35.268  -0.68
F1 2.422 -9.027 -35.813  -0.38
F2 3.601 -10.332 -34.526  0.10
F3 1.475 -10.477 -34.493  0.06
S1 2.710 -11.528 -36.625  -0.46
O1 3.629 -10.985 -37.594  -1.17
O2 3.131 -12.762 -36.036  0.57
N1 1.182 -11.567 -37.373  -0.30
S2 0.116 -12.529 -36.627  -0.15
O3 0.441 -12.907 -35.279  0.02
O4 -1.197 -12.003 -36.872  -0.32
C2 0.222 -14.114 -37.638  -0.15
F4 0.369 -13.827 -38.934  -0.44
F5 1.245 -14.857 -37.242  -0.05
F6 -0.912 -14.791 -37.506  -0.10
C3 -0.790 -9.787 -42.324  0.58
F7 0.502 -10.118 -42.354  -0.14
F8 -0.890 -8.470 -42.337  -0.21
F9 -1.417 -10.287 -43.366  -0.21
S3 -1.548 -10.531 -40.759  0.52
O5 -2.959 -10.369 -40.897  -0.58
O6 -1.054 -11.884 -40.718  -0.63
N2 -0.682 -9.687 -39.543  0.02
S4 -1.840 -8.791 -38.805  0.62
O7 -2.387 -7.854 -39.751  -0.65
O8 -2.748 -9.549 -37.995  -0.49
C4 -0.812 -7.822 -37.558  0.67
F10 0.055 -7.031 -38.196  -0.26
F11 -1.647 -7.089 -36.852  -0.18
F12 -0.135 -8.654 -36.774  -0.01
C5 6.522 -10.973 -35.492  0.67
C6 6.879 -10.964 -36.975  0.11
O9 7.146 -9.624 -37.415  -0.63
H1 7.353 -10.678 -34.855  0.72
H2 6.113 -11.951 -35.222  -0.97
H3 5.669 -10.306 -35.348  -0.37
H4 6.090 -11.378 -37.599  -0.04
H5 7.743 -11.600 -37.191  0.13
H6 7.812 -9.214 -36.857  0.31
C7 5.434 -14.535 -37.439  1.25
C8 6.927 -14.350 -37.228  -0.75
O10 7.507 -13.756 -38.385  -0.61
H7 4.888 -13.595 -37.532  -0.80
H8 4.942 -15.157 -36.695  -0.64
H9 5.274 -15.043 -38.397  0.43
H10 7.318 -15.378 -37.177  0.47
H11 7.115 -13.801 -36.303  0.31
H12 8.381 -13.449 -38.126  0.36
C9 -1.461 -13.999 -43.051  -0.99
C10 -0.050 -14.284 -42.562  0.59
O11 0.894 -13.247 -42.829  -0.51
H13 -2.164 -14.664 -42.543  0.12
H14 -1.587 -14.243 -44.107  0.44
H15 -1.777 -12.987 -42.813  0.07
H16 0.318 -15.198 -43.042  0.63
H17 -0.077 -14.528 -41.500  -0.54
H18 1.260 -13.349 -43.710  0.26
C11 -1.033 -18.349 -34.655  -1.17
C12 -1.500 -18.001 -36.059  0.57
O12 -2.843 -17.518 -36.032  -0.56
H19 -0.099 -18.915 -34.736  0.31
H20 -1.763 -18.980 -34.151  0.39
H21 -0.869 -17.492 -33.999  0.26
H22 -1.528 -18.930 -36.632  0.20
H23 -0.846 -17.318 -36.607  -0.30
H24 -2.872 -16.757 -35.443  0.33
C13 6.857 -14.394 -33.353  -1.33
C14 5.390 -14.112 -33.041  0.84
O13 4.706 -15.317 -32.708  -0.60
H25 6.957 -15.003 -34.251  0.19
H26 7.330 -14.901 -32.511  0.40
H27 7.410 -13.457 -33.483  0.34
H28 4.918 -13.635 -33.910  -0.44
H29 5.271 -13.480 -32.161  0.24
H30 4.540 -15.781 -33.546  0.26
C15 -2.046 -10.269 -33.973  -0.55
C16 -3.371 -10.478 -34.695  -0.08
O14 -4.481 -10.306 -33.820  -0.62
H31 -1.187 -10.083 -34.622  -0.11
H32 -1.727 -11.106 -33.343  0.36
H33 -2.100 -9.386 -33.329  0.46
H34 -3.394 -11.447 -35.196  0.19
H35 -3.462 -9.686 -35.437  0.05
H36 -4.429 -10.992 -33.145  0.34
C17 3.664 -13.525 -40.443  -0.68
C18 3.241 -12.109 -40.731  -0.01
O15 1.817 -11.965 -40.484  -0.23
H37 3.206 -14.264 -41.099  0.46
H38 3.497 -13.758 -39.390  -0.36
H39 4.750 -13.626 -40.543  0.59
H40 3.420 -11.785 -41.760  0.30
H41 3.777 -11.422 -40.076  -0.20
H42 1.395 -12.564 -41.128  -0.87
C19 1.397 -7.949 -32.251  0.08
C20 0.275 -7.070 -31.762  -0.59
O16 -0.135 -7.552 -30.470  -0.55
H43 1.048 -8.987 -32.249  -0.10
H44 2.303 -7.870 -31.655  0.14
H45 1.592 -7.799 -33.316  0.05
H46 -0.604 -7.198 -32.402  0.23
H47 0.562 -6.019 -31.680  0.38
H48 -0.789 -6.940 -30.122  0.30
C21 3.813 -10.770 -31.318  0.44
C22 4.140 -10.179 -29.950  -0.74
O17 5.497 -10.403 -29.586  -0.56
H49 3.972 -11.845 -31.331  -0.03
H50 4.404 -10.284 -32.096  0.27
H51 2.765 -10.525 -31.513  -0.32
H52 3.468 -10.566 -29.186  0.40
H53 3.973 -9.096 -30.024  0.27
H54 6.033 -9.715 -29.987  0.31
C23 4.577 -6.648 -33.656  -0.32
C24 6.047 -6.630 -34.028  -0.14
O18 6.751 -6.214 -32.856  -0.55
H55 4.408 -7.051 -32.661  0.33
H56 4.021 -7.215 -34.412  -0.36
H57 4.072 -5.681 -33.704  0.51
H58 6.229 -5.886 -34.811  0.25
H59 6.347 -7.606 -34.421  0.02
H60 7.678 -6.077 -33.077  0.32
C25 1.873 -17.447 -40.044  -0.83
C26 1.412 -18.208 -38.842  0.47
O19 0.494 -19.239 -39.260  -0.60
H61 1.060 -16.963 -40.587  0.14
H62 2.349 -18.092 -40.787  0.46
H63 2.642 -16.724 -39.760  0.07
H64 0.976 -17.593 -38.045  -0.23
H65 2.202 -18.765 -38.318  0.26
H66 0.218 -19.707 -38.467  0.31
C27 1.238 -14.279 -32.202  -0.71
C28 1.063 -12.986 -31.451  0.53
O20 -0.261 -12.938 -30.920  -0.63
H67 0.429 -14.395 -32.927  0.10
H68 1.173 -15.178 -31.586  0.47
H69 2.192 -14.246 -32.725  -0.01
H70 1.153 -12.147 -32.156  -0.40
H71 1.794 -12.825 -30.651  0.33
H72 -0.455 -12.067 -30.564  0.33
C29 3.842 -6.099 -37.307  -0.69
C30 5.120 -6.878 -37.509  -0.18
O21 4.794 -8.256 -37.665  0.17
H73 3.308 -6.515 -36.450  -0.09
H74 3.162 -6.129 -38.159  0.05
H75 4.033 -5.046 -37.097  0.48
H76 5.761 -6.757 -36.630  0.02
H77 5.655 -6.546 -38.406  0.43
H78 5.607 -8.804 -37.595  0.07
C31 2.127 -16.431 -34.649  -0.22
C32 3.141 -17.058 -35.569  -0.06
O22 4.479 -16.748 -35.136  -0.67
H79 2.300 -16.755 -33.623  0.77
H80 1.094 -16.607 -34.936  -0.23
H81 2.260 -15.347 -34.717  -0.51
H82 3.059 -16.750 -36.615  0.11
H83 3.070 -18.150 -35.475  0.44
H84 5.142 -17.137 -35.711  0.25
C33 3.595 -8.059 -41.115  -1.24
C34 2.349 -8.049 -40.252  -0.18
O23 2.511 -9.032 -39.182  0.29
H85 4.469 -7.733 -40.544  0.20
H86 3.516 -7.365 -41.953  0.44
H87 3.839 -9.051 -41.496  0.17
H88 1.474 -8.382 -40.806  0.29
H89 2.119 -7.049 -39.887  0.33
H90 3.405 -8.849 -38.830  -0.81
C35 -3.926 -13.345 -38.859  -1.09
C36 -3.236 -14.528 -39.489  0.82
O24 -4.080 -15.038 -40.520  -0.67
H91 -3.389 -12.966 -37.989  0.06
H92 -4.936 -13.558 -38.496  0.43
H93 -4.101 -12.529 -39.564  0.20
H94 -3.117 -15.321 -38.740  0.25
H95 -2.235 -14.273 -39.851  -0.35
H96 -3.642 -15.765 -40.970  0.32

Computed properties:
HOMO level: -9.722 eV
E_tot: -6303.2017 Eh
Kohn-Sham gap: 9.64 eV